This record from the Open Molecules 2025 dataset describes a molecular structure, C21H31AlO4 at a distorted geometry. The level of theory is ωB97M-V with the def2-TZVPD basis set.

Calculated values
Kohn-Sham gap ... 7.49 eV
LUMO level ... 0.013 Eh

```
! wB97M-V def2-TZVPD RIJCOSX def2/J DEFGRID3
* xyz 0 1
O 0.70 -2.65 -1.70
C 2.10 -3.20 -1.85
C 1.81 -3.95 -3.13
H 2.35 -3.82 -0.97
H 2.89 -2.44 -2.01
C 0.42 -3.33 -2.96
H 1.81 -5.03 -2.99
H 2.33 -3.60 -4.03
C -0.56 -4.48 -2.83
H -0.34 -5.07 -1.94
H -0.49 -5.11 -3.73
H -1.57 -4.10 -2.74
C 0.08 -2.40 -4.11
H 0.76 -1.55 -4.18
H -0.94 -2.04 -4.00
H 0.13 -2.96 -5.06
Al -0.71 1.04 1.58
C -1.30 4.46 0.77
C -0.45 3.81 1.68
C 0.33 2.79 0.96
H -0.33 4.03 2.73
C -0.01 3.01 -0.46
C -1.04 3.95 -0.54
H -1.51 4.29 -1.46
H -2.00 5.25 1.01
H 1.35 2.50 1.28
H 0.52 2.58 -1.30
C -3.33 2.03 2.48
C -3.49 2.06 1.08
C -2.90 0.90 0.52
H -4.02 2.83 0.53
C -2.42 0.06 1.62
C -2.65 0.85 2.85
H -2.56 0.45 3.85
H -3.74 2.76 3.18
H -2.95 0.58 -0.52
H -2.29 -1.02 1.59
O 0.23 -0.18 0.27
C 0.18 -0.02 -1.24
C 1.63 0.30 -1.62
H -0.58 0.73 -1.50
H -0.13 -1.00 -1.61
C 2.40 -0.49 -0.58
H 1.82 1.38 -1.46
H 1.91 0.05 -2.64
C 1.71 -0.32 0.73
H 3.48 -0.33 -0.64
H 2.15 -1.54 -0.71
H 2.03 0.56 1.31
H 1.72 -1.19 1.37
C 1.21 1.11 5.23
C 0.23 1.40 4.12
O -0.57 2.34 4.22
O 0.29 0.57 3.07
H 0.94 1.73 6.10
H 2.23 1.36 4.89
H 1.18 0.04 5.50
*
```

***

This record from the Open Molecules 2025 dataset describes 2 unconnected molecules or ions with the total composition C6H7F3O3 at a distorted geometry. The level of theory is ωB97M-V with the def2-TZVPD basis set.

Calculated values
Structure (SMILES) ... CC(=O)[C@](C)(F)C(F)F.O=C=O
Kohn-Sham gap ... 10.79 eV
Relative energy (zero: lowest compared OMol25 entry of this formula, charge and spin) ... 14.08 kcal per mole
LUMO level ... 0.023 Eh

```
! wB97M-V def2-TZVPD RIJCOSX def2/J DEFGRID3
* xyz 0 1
C -1.65 0.34 -0.94
C -0.98 -0.41 0.10
O -1.52 -1.20 0.85
C 0.59 -0.35 0.01
C 1.11 -1.05 -1.28
F 1.15 -0.91 1.15
C 1.06 1.14 -0.02
F 0.48 1.67 -1.09
F 2.42 1.05 -0.36
H -2.53 -0.30 -1.24
H -1.07 0.32 -1.90
H -1.93 1.29 -0.78
H 2.18 -0.75 -1.51
H 0.48 -0.83 -2.12
H 1.02 -2.09 -1.10
H 0.96 1.55 1.06
O -0.73 -0.66 3.79
C -0.60 0.21 3.12
O -0.43 0.98 2.26
*
```

***

This record from the Open Molecules 2025 dataset describes 10 unconnected molecules or ions with the total composition C16H52N10O10 at a distorted geometry. The level of theory is ωB97M-V with the def2-TZVPD basis set.

Calculated values
Structure (SMILES) ... NC(N)=O.NC(N)=O.NC(N)=O.NC(N)=O.NC(N)=O.CC(C)O.CCO.CCO.CCO.CCO
Kohn-Sham gap ... 9.06 eV
Relative energy (zero: lowest compared OMol25 entry of this formula, charge and spin) ... 0.00 kcal per mole
LUMO level ... -0.005 Eh

```
! wB97M-V def2-TZVPD RIJCOSX def2/J DEFGRID3
* xyz 0 1
N 4.33 -17.46 -5.54
C 4.68 -16.19 -5.96
N 4.36 -15.21 -5.04
O 5.22 -15.94 -7.02
H 4.30 -17.57 -4.54
H 4.79 -18.14 -6.13
H 3.71 -15.43 -4.30
H 4.57 -14.27 -5.31
N 5.99 -20.09 -0.89
C 6.23 -18.81 -0.48
N 6.41 -18.68 0.87
O 6.28 -17.86 -1.25
H 5.84 -20.80 -0.19
H 5.95 -20.31 -1.88
H 6.66 -17.78 1.23
H 6.54 -19.48 1.46
N 11.14 -17.56 -4.24
C 12.35 -18.05 -3.87
N 12.35 -18.89 -2.78
O 13.32 -17.93 -4.61
H 10.39 -17.44 -3.57
H 11.14 -17.14 -5.16
H 11.56 -18.90 -2.16
H 13.24 -19.22 -2.46
N 7.07 -22.31 -10.63
C 7.58 -22.24 -9.35
N 6.84 -21.48 -8.47
O 8.59 -22.83 -9.01
H 6.17 -21.92 -10.81
H 7.52 -22.91 -11.29
H 5.98 -21.17 -8.88
H 7.15 -21.34 -7.53
N 6.20 -19.53 -3.82
C 7.25 -19.87 -4.64
N 8.42 -19.24 -4.38
O 7.12 -20.62 -5.60
H 5.35 -20.03 -4.06
H 6.27 -18.76 -3.17
H 9.23 -19.53 -4.89
H 8.43 -18.43 -3.79
C 3.29 -16.40 0.05
C 2.99 -16.87 -1.37
C 1.61 -16.48 -1.86
O 3.94 -16.38 -2.29
H 3.61 -15.36 0.11
H 4.12 -16.96 0.47
H 2.39 -16.51 0.66
H 2.98 -17.97 -1.30
H 1.42 -16.95 -2.83
H 1.54 -15.40 -1.99
H 0.82 -16.85 -1.20
H 4.81 -16.70 -2.04
C 3.22 -22.11 -2.22
C 3.24 -22.40 -3.70
O 3.59 -21.21 -4.42
H 2.70 -22.85 -1.62
H 2.88 -21.09 -2.03
H 4.24 -22.12 -1.83
H 2.42 -22.94 -4.17
H 4.04 -23.12 -3.90
H 3.04 -21.11 -5.19
C 9.38 -18.26 -9.07
C 9.40 -17.85 -7.59
O 10.70 -17.44 -7.19
H 9.86 -17.49 -9.69
H 8.36 -18.49 -9.37
H 10.03 -19.13 -9.24
H 9.03 -18.73 -7.06
H 8.70 -17.03 -7.45
H 11.32 -18.18 -7.34
C 11.02 -21.19 -7.09
C 12.09 -20.55 -6.20
O 12.68 -19.45 -6.87
H 10.49 -20.42 -7.65
H 10.29 -21.69 -6.45
H 11.49 -21.86 -7.79
H 12.86 -21.33 -6.07
H 11.72 -20.28 -5.20
H 13.18 -18.95 -6.20
C 8.05 -15.89 -4.44
C 8.45 -15.70 -3.00
O 8.81 -16.95 -2.39
H 7.80 -14.90 -4.83
H 7.13 -16.47 -4.49
H 8.80 -16.32 -5.11
H 7.52 -15.41 -2.49
H 9.13 -14.86 -2.83
H 8.73 -16.87 -1.43
*
```

***

This record from the Open Molecules 2025 dataset describes a molecular structure, C38H32Br2HfN7O3 at a distorted geometry. The level of theory is ωB97M-V with the def2-TZVPD basis set.

Calculated values
Kohn-Sham gap ... 6.07 eV
Relative energy (zero: lowest compared OMol25 entry of this formula, charge and spin) ... 30.66 kcal per mole
LUMO level ... -0.148 Eh

```
! wB97M-V def2-TZVPD RIJCOSX def2/J DEFGRID3
* xyz 1 1
Hf 0.32 -0.38 0.28
O -3.47 0.13 2.04
C -2.47 -0.48 1.71
N -1.18 -0.08 1.80
C -0.76 0.87 2.75
C -1.56 1.68 3.55
C -0.98 2.48 4.52
C 0.39 2.48 4.71
C 1.20 1.68 3.93
C 0.63 0.88 2.94
N 1.39 0.03 2.07
C 2.35 -0.73 2.64
O 2.69 -0.78 3.81
C 3.07 -1.58 1.62
C 4.26 -2.20 1.99
C 4.97 -2.90 1.04
C 4.47 -2.93 -0.26
C 3.27 -2.30 -0.53
N 2.55 -1.65 0.39
C -2.58 -1.90 1.22
C -3.82 -2.51 1.19
C -3.89 -3.86 0.87
C -2.71 -4.54 0.62
C -1.51 -3.84 0.68
N -1.43 -2.53 0.95
H -2.63 1.67 3.42
H -1.61 3.09 5.15
H 0.84 3.11 5.47
H 2.27 1.65 4.09
H 4.58 -2.09 3.01
H 5.89 -3.41 1.29
H 5.00 -3.43 -1.06
H 2.88 -2.29 -1.54
H -4.69 -1.93 1.44
H -4.84 -4.37 0.84
H -2.70 -5.59 0.39
H -0.58 -4.36 0.53
Br -5.70 4.79 -0.52
C -4.49 3.36 -0.70
C -4.59 2.50 -1.78
C -3.71 1.45 -1.92
C -2.69 1.24 -0.98
C -2.61 2.11 0.11
C -3.50 3.16 0.25
N -1.74 0.18 -1.07
C -1.78 -0.59 -2.09
C -0.94 -1.76 -2.29
C -1.06 -2.47 -3.48
C -0.29 -3.61 -3.68
C 0.53 -4.03 -2.65
C 0.59 -3.27 -1.49
N -0.10 -2.15 -1.31
H -5.37 2.65 -2.52
H -3.85 0.79 -2.76
H -1.85 1.98 0.85
H -3.44 3.81 1.11
H -2.50 -0.44 -2.89
H -1.75 -2.13 -4.24
H -0.36 -4.16 -4.60
H 1.13 -4.92 -2.74
H 1.20 -3.59 -0.66
C 2.15 -0.06 -3.59
C 2.03 0.71 -2.27
C 3.39 0.84 -1.58
O 1.05 0.09 -1.46
H 2.86 0.44 -4.26
H 1.18 -0.10 -4.08
H 2.49 -1.08 -3.41
H 1.68 1.72 -2.52
H 3.97 -0.08 -1.66
H 3.24 1.07 -0.52
H 3.97 1.65 -2.03
Br 1.36 6.86 -0.20
C 1.15 4.99 -0.08
C 1.81 4.26 0.89
C 1.59 2.90 0.96
N 0.76 2.24 0.14
C 0.19 2.95 -0.83
C 0.34 4.32 -0.98
H 2.49 4.74 1.59
H 2.11 2.32 1.70
H -0.40 2.40 -1.55
H -0.17 4.84 -1.78
*
```

***

This record from the Open Molecules 2025 dataset describes 2 unconnected molecules or ions with the total composition C4H9NO2 at a distorted geometry. The level of theory is ωB97M-V with the def2-TZVPD basis set.

Calculated values
Structure (SMILES) ... NCC=O.C=CO
Kohn-Sham gap ... 9.99 eV
Relative energy (zero: lowest compared OMol25 entry of this formula, charge and spin) ... 60.44 kcal per mole
LUMO level ... 0.027 Eh

```
! wB97M-V def2-TZVPD RIJCOSX def2/J DEFGRID3
* xyz 0 1
N -1.27 -1.34 -1.03
C -0.59 -0.12 -1.41
C -0.97 1.11 -0.55
O -1.87 1.09 0.24
H -1.14 -1.49 -0.03
H -2.27 -1.22 -1.16
H -0.82 0.12 -2.45
H 0.50 -0.26 -1.36
H -0.54 2.05 -0.95
C 0.92 0.93 1.56
C 1.25 -0.33 1.32
O 2.15 -0.67 0.34
H 0.31 1.18 2.41
H 1.41 1.74 1.04
H 0.79 -1.16 1.85
H 2.14 -1.61 0.18
*
```

***

This record from the Open Molecules 2025 dataset describes a molecular structure, C10H25N4OOsSSi. The level of theory is ωB97M-V with the def2-TZVPD basis set.

Calculated values
Kohn-Sham gap (alpha / beta) ... 9.01 / 6.81 eV
<S²> ... 6.016
LUMO level (alpha / beta) ... -0.384 / -0.466 Eh

```
! wB97M-V def2-TZVPD RIJCOSX def2/J DEFGRID3
* xyz 3 5
Os 0.03 0.07 0.56
N -1.40 1.77 0.86
C -1.94 1.73 2.25
C -0.85 1.28 3.20
N -0.16 0.02 2.71
C -0.82 -1.28 3.12
C -1.91 -1.69 2.16
N -1.36 -1.65 0.76
H -0.89 2.65 0.71
H -2.15 1.80 0.17
H -2.79 1.05 2.25
H -2.32 2.71 2.54
H -1.24 1.11 4.20
H -0.08 2.05 3.27
H 0.76 0.01 3.15
H -1.21 -1.18 4.14
H -0.03 -2.03 3.15
H -2.77 -1.03 2.20
H -2.26 -2.70 2.39
H -2.11 -1.67 0.07
H -0.83 -2.51 0.58
S 4.52 0.86 0.75
C 4.20 -0.68 0.07
C 2.88 -0.92 0.02
N 2.11 0.12 0.53
C 2.88 1.13 0.94
H 5.01 -1.32 -0.26
H 2.40 -1.80 -0.38
H 2.49 2.05 1.36
C 1.66 0.65 -3.48
Si -0.02 0.04 -3.05
C -0.29 -1.76 -3.35
C -1.40 1.13 -3.63
O -0.10 0.10 -1.26
H 1.75 0.57 -4.57
H 2.45 0.03 -3.06
H 1.86 1.69 -3.23
H -0.21 -1.90 -4.44
H -1.28 -2.13 -3.08
H 0.47 -2.41 -2.91
H -1.40 1.07 -4.72
H -1.29 2.18 -3.38
H -2.38 0.78 -3.29
*
```

***

This record from the Open Molecules 2025 dataset describes C7H16OS in the gas phase at a distorted geometry. The level of theory is ωB97M-V with the def2-TZVPD basis set.

Calculated values
Kohn-Sham gap ... 9.67 eV
Relative energy (zero: lowest compared OMol25 entry of this formula, charge and spin) ... 65.33 kcal per mole
LUMO level ... 0.028 Eh

```
! wB97M-V def2-TZVPD RIJCOSX def2/J DEFGRID3
* xyz 0 1
C 0.79 1.73 -0.70
C -1.26 0.75 -1.83
C 0.72 -1.42 -1.17
C -0.98 -1.37 0.61
C 0.41 0.51 2.54
C -0.39 0.75 -0.54
C 0.13 -0.61 -0.01
O 1.75 -1.78 1.76
S 1.50 -0.37 1.27
H 1.39 1.47 -1.48
H 0.42 2.63 -1.11
H 1.36 1.82 0.13
H -1.05 -0.04 -2.61
H -1.20 1.63 -2.45
H -2.38 0.73 -1.48
H 1.80 -1.12 -1.41
H -0.04 -1.47 -1.93
H 0.84 -2.39 -0.92
H -1.79 -0.68 0.67
H -0.67 -1.69 1.71
H -1.24 -2.38 0.10
H 0.90 0.59 3.58
H -0.43 0.01 2.76
H 0.28 1.47 2.21
H -0.85 1.23 0.30
*
```

***

This record from the Open Molecules 2025 dataset describes a molecular structure, C24H27IrN6O4S3SeSi at a distorted geometry. The level of theory is ωB97M-V with the def2-TZVPD basis set.

Calculated values
Kohn-Sham gap (alpha / beta) ... 3.14 / 2.46 eV
Relative energy (zero: lowest compared OMol25 entry of this formula, charge and spin) ... 40.75 kcal per mole
<S²> ... 0.790
LUMO level (alpha / beta) ... -0.210 / -0.235 Eh

```
! wB97M-V def2-TZVPD RIJCOSX def2/J DEFGRID3
* xyz 1 2
Ir -0.05 -0.11 0.40
O 0.01 0.91 -1.26
C 0.59 0.67 -2.44
C 0.22 1.50 -3.50
C 0.77 1.33 -4.75
C 1.72 0.33 -4.96
C 2.09 -0.49 -3.93
C 1.54 -0.34 -2.64
C 1.95 -1.22 -1.57
N 1.46 -1.29 -0.32
C 2.14 -2.31 0.34
C 3.05 -2.84 -0.50
N 2.92 -2.15 -1.69
H -0.51 2.27 -3.30
H 0.47 1.98 -5.56
H 2.15 0.19 -5.94
H 2.83 -1.26 -4.12
H 1.92 -2.56 1.35
H 3.76 -3.63 -0.37
H 3.47 -2.31 -2.51
S -1.53 -1.77 -0.43
C -2.65 -2.01 0.88
N -3.45 -1.11 1.37
C -4.18 -1.42 2.59
C -4.15 -2.95 2.73
S -2.84 -3.55 1.61
H -3.43 -0.16 1.00
H -5.20 -1.05 2.51
H -3.70 -0.93 3.43
H -5.09 -3.42 2.45
H -3.89 -3.26 3.74
C 2.75 -1.47 4.48
Si 0.97 -1.96 4.53
C -0.03 -1.12 5.83
C 0.58 -3.75 4.29
Se -0.12 -1.02 2.61
H 3.24 -1.76 5.41
H 2.84 -0.39 4.37
H 3.27 -1.95 3.65
H 0.20 -1.52 6.82
H -1.10 -1.25 5.64
H 0.18 -0.05 5.84
H 0.97 -4.34 5.13
H 1.03 -4.14 3.37
H -0.49 -3.91 4.23
O -7.28 3.81 -1.48
S -7.63 4.95 -0.66
O -9.02 5.04 -0.28
O -6.99 6.20 -1.03
C -6.74 4.65 0.89
N -7.14 5.25 2.03
C -6.34 5.13 3.07
C -5.13 4.42 3.03
C -4.83 3.83 1.82
N -5.62 3.93 0.77
C -3.62 2.99 1.55
C -3.52 2.39 0.29
C -2.47 1.55 0.02
N -1.50 1.27 0.93
C -1.56 1.91 2.11
C -2.59 2.75 2.45
H -6.67 5.62 3.98
H -4.49 4.36 3.89
H -4.28 2.60 -0.45
H -2.37 1.07 -0.94
H -0.74 1.73 2.80
H -2.58 3.23 3.43
*
```

***

This record from the Open Molecules 2025 dataset describes a molecular structure, C22H44N3O2P3Ru at a distorted geometry. The level of theory is ωB97M-V with the def2-TZVPD basis set.

Calculated values
Kohn-Sham gap (alpha / beta) ... 8.22 / 4.49 eV
Relative energy (zero: lowest compared OMol25 entry of this formula, charge and spin) ... 0.00 kcal per mole
<S²> ... 6.037
LUMO level (alpha / beta) ... -0.406 / -0.543 Eh

```
! wB97M-V def2-TZVPD RIJCOSX def2/J DEFGRID3
* xyz 4 5
Ru 0.11 -0.03 0.00
P 0.46 2.33 -0.16
P -1.39 0.41 1.89
P 0.83 -0.28 -2.20
H -2.60 -0.09 -0.35
C -1.75 -0.53 -0.88
C -1.14 -1.72 -0.33
H -1.52 -2.14 0.61
C -0.82 3.29 -1.06
C 0.64 3.36 1.36
C 2.04 2.78 -0.98
C -2.48 -0.98 2.43
C -0.74 0.86 3.55
C -2.65 1.73 1.56
C 0.48 -1.88 -3.03
C 2.65 -0.25 -2.34
C 0.14 0.89 -3.45
H -1.77 -0.43 -1.97
H -0.78 -2.47 -1.04
H -0.54 4.36 -1.07
H -1.79 3.19 -0.55
H -0.93 2.94 -2.09
H 0.78 4.41 1.06
H 1.53 3.08 1.94
H -0.24 3.31 2.01
H 2.22 3.86 -0.89
H 2.03 2.53 -2.05
H 2.87 2.26 -0.49
H -3.11 -0.67 3.28
H -1.85 -1.82 2.74
H -3.13 -1.31 1.61
H -1.56 1.23 4.18
H 0.03 1.63 3.48
H -0.30 -0.04 4.00
H -3.40 1.73 2.36
H -3.16 1.53 0.61
H -2.18 2.72 1.51
H 0.94 -1.89 -4.03
H -0.59 -2.05 -3.13
H 0.91 -2.68 -2.41
H 2.94 -0.34 -3.40
H 3.05 -1.10 -1.78
H 3.06 0.67 -1.93
H 0.44 0.59 -4.46
H 0.49 1.92 -3.28
H -0.95 0.88 -3.40
C -2.02 4.26 -5.88
C -3.13 4.94 -6.42
C -4.18 4.19 -6.94
C -4.12 2.79 -6.96
C -2.99 2.12 -6.47
C -1.92 2.86 -5.96
O -1.02 4.88 -5.19
H -1.17 5.85 -5.23
H -3.17 6.03 -6.40
H -5.07 4.70 -7.34
H -4.95 2.21 -7.37
H -2.92 1.04 -6.49
H -1.01 2.38 -5.59
C 3.10 -4.76 0.90
N 2.84 -3.39 1.33
C 3.53 -2.89 2.40
C 3.32 -1.61 2.80
C 2.40 -0.83 2.06
N 1.69 -1.32 1.03
C 1.94 -2.61 0.60
O 1.41 -3.10 -0.40
N 2.23 0.46 2.36
H 2.47 -4.99 0.04
H 2.88 -5.46 1.71
H 4.15 -4.87 0.63
H 4.25 -3.56 2.88
H 3.85 -1.17 3.64
H 2.67 0.86 3.18
H 1.61 1.04 1.79
*
```

***

This record from the Open Molecules 2025 dataset describes a molecular structure, ClH8LiO4 at a distorted geometry. The level of theory is ωB97M-V with the def2-TZVPD basis set.

Calculated values
Kohn-Sham gap ... 8.00 eV
Relative energy (zero: lowest compared OMol25 entry of this formula, charge and spin) ... 250.56 kcal per mole
LUMO level ... -0.013 Eh

```
! wB97M-V def2-TZVPD RIJCOSX def2/J DEFGRID3
* xyz 0 1
Li -16.10 -9.05 0.89
Cl -16.71 -8.53 2.37
O -15.16 -8.21 0.54
H -15.38 -7.33 0.84
H -14.30 -8.39 0.93
O -14.33 -8.12 2.82
H -14.56 -8.42 3.70
H -15.10 -8.35 2.28
O -16.84 -8.91 -0.21
H -17.11 -9.53 -0.89
H -16.82 -8.06 -0.65
O -15.56 -10.34 0.89
H -16.31 -10.92 0.78
H -14.81 -10.85 0.58
*
```